No. 1
Below is C58H49MgN3OP3Si as an isolated structure in a non-equilibrium geometry, with properties calculated with ωB97M-V/def2-TZVPD.

Results
F_max (Eh/bohr): 0.04959
E (Ha): -3992.69998
HOMO energy (eV): -9.2385
HOMO-LUMO gap (eV): 7.443
Charge: +1

Each line ends with the Löwdin charge.
Cartesian coordinates (Å):
1 Mg 0.1012 0.6797 -0.2721  0.45
2 C 6.0637 -3.0368 -1.0886  -0.07
3 C 4.7801 -3.3180 -1.5273  -0.06
4 C 3.7060 -2.6247 -1.0069  -0.10
5 C 3.8940 -1.6373 -0.0445  -0.36
6 C 5.1871 -1.3410 0.3715  -0.08
7 C 6.2624 -2.0411 -0.1480  -0.07
8 P 2.3783 -0.8127 0.5891  1.05
9 C 3.1172 0.0182 2.0479  -0.38
10 C 3.8247 1.1899 1.7767  -0.15
11 C 4.4487 1.8955 2.7863  -0.09
12 C 4.3895 1.4272 4.0906  -0.09
13 C 3.6632 0.2830 4.3738  -0.08
14 C 3.0132 -0.4131 3.3645  -0.09
15 C 1.5932 -2.2854 1.3504  -0.39
16 C 2.4311 -3.2175 1.9643  -0.11
17 C 1.9210 -4.3861 2.4952  -0.06
18 C 0.5776 -4.6772 2.3279  -0.06
19 C -0.2473 -3.7640 1.7000  -0.10
20 C 0.2194 -2.5287 1.2613  -0.28
21 Si -1.0428 -1.2335 0.6256  0.64
22 C -2.3100 -0.8459 2.0126  -0.27
23 C -2.8995 -1.8413 2.7863  -0.10
24 C -3.9235 -1.5702 3.6772  -0.06
25 C -4.3815 -0.2729 3.8295  -0.06
26 C -3.7819 0.7428 3.1103  -0.10
27 C -2.7538 0.4671 2.2105  -0.39
28 P -2.0164 1.8331 1.2568  1.06
29 C -3.2312 2.0262 -0.0906  -0.36
30 C -4.4678 1.3914 -0.1271  -0.06
31 C -5.3127 1.5929 -1.2044  -0.06
32 C -4.9372 2.4292 -2.2427  -0.07
33 C -3.6964 3.0467 -2.2219  -0.09
34 C -2.8385 2.8300 -1.1602  -0.13
35 C -2.3119 3.2890 2.3197  -0.35
36 C -1.8439 3.2367 3.6347  -0.13
37 C -1.8290 4.3728 4.4203  -0.09
38 C -2.2682 5.5829 3.9018  -0.09
39 C -2.7251 5.6446 2.5949  -0.08
40 C -2.7371 4.5096 1.8032  -0.08
41 C -1.9402 -2.2033 -0.7356  -0.30
42 C -3.2302 -2.7001 -0.6249  -0.08
43 C -3.7977 -3.4401 -1.6485  -0.07
44 C -3.0783 -3.6867 -2.8055  -0.07
45 C -1.8005 -3.1736 -2.9471  -0.08
46 C -1.2326 -2.4319 -1.9190  -0.40
47 P 0.4259 -1.6772 -2.0593  1.05
48 C -0.0171 -0.1500 -2.9837  -0.40
49 C -1.3058 0.1623 -3.4097  -0.06
50 C -1.5328 1.3009 -4.1641  -0.07
51 C -0.4810 2.1338 -4.5077  -0.06
52 C 0.8026 1.8400 -4.0748  -0.07
53 C 1.0335 0.7137 -3.3040  -0.14
54 C 1.1464 -2.6825 -3.4172  -0.37
55 C 1.3121 -4.0388 -3.1295  -0.13
56 C 1.9528 -4.8733 -4.0226  -0.08
57 C 2.4548 -4.3610 -5.2092  -0.08
58 C 2.3104 -3.0143 -5.4926  -0.07
59 C 1.6632 -2.1740 -4.6023  -0.07
60 H 6.9053 -3.5906 -1.4739  0.11
61 H 4.6113 -4.0854 -2.2668  0.10
62 H 2.7037 -2.8628 -1.3312  0.05
63 H 5.3629 -0.5805 1.1179  0.09
64 H 7.2576 -1.8116 0.2029  0.11
65 H 3.8751 1.5379 0.7510  0.12
66 H 5.0025 2.7947 2.5584  0.11
67 H 4.9124 1.9522 4.8757  0.11
68 H 3.6092 -0.0816 5.3873  0.11
69 H 2.4463 -1.3018 3.6067  0.10
70 H 3.4936 -3.0212 2.0258  0.11
71 H 2.5734 -5.0750 3.0096  0.11
72 H 0.1753 -5.6094 2.6920  0.11
73 H -1.2825 -4.0201 1.5320  0.09
74 H -2.5574 -2.8593 2.6892  0.09
75 H -4.3743 -2.3729 4.2414  0.11
76 H -5.2002 -0.0574 4.4996  0.11
77 H -4.1271 1.7592 3.2345  0.11
78 H -4.7721 0.7431 0.6826  0.10
79 H -6.2746 1.1028 -1.2260  0.11
80 H -5.6128 2.6007 -3.0669  0.11
81 H -3.4007 3.6983 -3.0308  0.11
82 H -1.8543 3.2877 -1.1521  0.10
83 H -1.5014 2.2891 4.0329  0.10
84 H -1.4749 4.3208 5.4411  0.11
85 H -2.2548 6.4724 4.5149  0.10
86 H -3.0729 6.5831 2.1884  0.11
87 H -3.0828 4.5658 0.7804  0.10
88 H -3.7926 -2.5093 0.2782  0.09
89 H -4.7977 -3.8316 -1.5411  0.11
90 H -3.5123 -4.2700 -3.6031  0.11
91 H -1.2470 -3.3496 -3.8584  0.11
92 H -2.1317 -0.5006 -3.1859  0.11
93 H -2.5337 1.5206 -4.5061  0.11
94 H -0.6609 3.0021 -5.1245  0.11
95 H 1.6265 2.4793 -4.3561  0.11
96 H 2.0396 0.4691 -2.9740  0.12
97 H 0.9191 -4.4318 -2.1985  0.12
98 H 2.0689 -5.9217 -3.7925  0.11
99 H 2.9576 -5.0108 -5.9090  0.11
100 H 2.7079 -2.6105 -6.4118  0.11
101 H 1.5539 -1.1259 -4.8418  0.09
102 C 2.2190 5.0584 3.1175  0.00
103 N 1.7307 4.0527 2.2167  -0.07
104 C 1.5568 4.3006 0.8079  0.00
105 C 1.0620 2.9350 0.3342  -0.51
106 O 0.7641 2.6202 -0.8048  0.01
107 N 0.9896 2.1179 1.3893  0.09
108 C 1.3549 2.7951 2.4784  -0.41
109 N 1.2740 2.2585 3.6924  0.26
110 H 3.0577 5.5785 2.6552  0.10
111 H 2.5534 4.5963 4.0419  0.09
112 H 1.4396 5.7878 3.3425  0.10
113 H 2.4900 4.5747 0.3108  0.15
114 H 0.8193 5.0852 0.6260  0.15
115 H 1.1332 1.2601 3.7354  0.12
116 H 1.6657 2.7284 4.4909  0.12

No. 2
Below is C58H52FMnN6O4PSe as an isolated structure in a non-equilibrium geometry, with properties calculated with ωB97M-V/def2-TZVPD.

Results
Expectation value of S²: 4.011
Relative energy (zero: lowest compared OMol25 entry of this formula, charge and spin) (kcal per mole): 3.0
F_max (Eh/bohr): 0.03588
E (Ha): -6864.09022
HOMO energy (alpha / beta) (eV): -10.8535 / -11.3428
HOMO-LUMO gap (alpha / beta) (eV): 5.201 / 6.564
Multiplicity: 4
Charge: +2

Each line ends with the Löwdin charge.
Cartesian coordinates (Å):
1 Mn 0.1653 0.0442 -0.3103  0.62
2 F 0.6292 -5.5709 3.4393  0.07
3 C 1.5179 -5.1495 2.5150  -0.18
4 C 1.2191 -4.0319 1.8010  0.11
5 C 2.0740 -3.5841 0.7917  -0.03
6 C 1.7595 -2.3815 0.0435  -0.31
7 O 0.7530 -1.6964 0.4061  -0.22
8 C 2.6327 -2.0644 -1.0208  -0.06
9 C 3.7586 -2.8107 -1.2120  0.07
10 N 4.1118 -3.8617 -0.4545  0.03
11 C 5.3545 -4.5613 -0.7341  -0.25
12 C 6.4708 -4.4836 0.2671  -0.09
13 C 6.5778 -3.7567 -1.0368  -0.07
14 C 3.2530 -4.2977 0.5446  -0.10
15 C 3.5566 -5.4243 1.3178  0.07
16 C 2.7030 -5.8793 2.3081  -0.12
17 N 3.0660 -7.0050 3.0822  -0.09
18 C 2.3690 -7.3390 4.3256  -0.12
19 C 3.1908 -8.4001 5.0750  -0.07
20 N 4.6280 -8.2591 4.6642  0.06
21 C 4.8135 -8.6826 3.2281  -0.07
22 C 3.5975 -8.1950 2.4308  -0.12
23 C 2.4239 -0.9103 -1.9622  -0.58
24 O 3.2382 -0.6939 -2.8263  0.11
25 O 1.3090 -0.2522 -1.7958  -0.14
26 H 0.3049 -3.4930 2.0016  0.12
27 H 4.4303 -2.5325 -2.0131  0.16
28 H 5.2104 -5.4874 -1.2753  0.16
29 H 7.0774 -5.3661 0.4275  0.11
30 H 6.2992 -3.8846 1.1535  0.12
31 H 7.2431 -4.1354 -1.7994  0.12
32 H 6.4970 -2.6778 -1.0112  0.12
33 H 4.4966 -5.9312 1.1511  0.11
34 H 1.3640 -7.7336 4.1667  0.14
35 H 2.2832 -6.4423 4.9330  0.14
36 H 2.8869 -9.4142 4.8274  0.14
37 H 3.1089 -8.2690 6.1499  0.14
38 H 5.2436 -8.7937 5.2753  0.19
39 H 4.8831 -7.2745 4.7448  0.19
40 H 4.9029 -9.7663 3.2000  0.14
41 H 5.7412 -8.2410 2.8728  0.14
42 H 2.8328 -8.9786 2.3830  0.14
43 H 3.8953 -7.9808 1.4101  0.13
44 C -3.0345 -4.8337 1.4185  -0.06
45 C -3.1487 -4.8371 0.0372  -0.06
46 C -2.6888 -3.7559 -0.7043  -0.06
47 C -2.1098 -2.6700 -0.0550  -0.30
48 C -1.9811 -2.6728 1.3360  -0.10
49 C -2.4468 -3.7526 2.0674  -0.07
50 P -1.7077 -1.1522 -0.9655  1.14
51 C -1.7346 -1.5895 -2.7127  -0.34
52 C -0.6618 -2.3666 -3.1574  -0.08
53 C -0.5435 -2.6933 -4.4972  -0.05
54 C -1.4995 -2.2495 -5.4039  -0.05
55 C -2.5690 -1.4805 -4.9683  -0.05
56 C -2.6841 -1.1396 -3.6278  -0.09
57 C -3.0563 -0.0803 -0.4590  -0.29
58 C -4.3698 -0.1156 -0.8440  -0.06
59 C -5.3035 0.7050 -0.1764  -0.05
60 C -4.9146 1.4772 0.8835  0.00
61 C -3.5729 1.4806 1.3389  -0.15
62 C -3.1524 2.2021 2.4836  -0.01
63 C -1.8570 2.1194 2.8974  -0.04
64 C -0.9032 1.3523 2.1809  -0.08
65 C -1.2466 0.6715 1.0419  -0.17
66 C -2.6192 0.7132 0.6357  -0.20
67 H -3.4136 -5.6689 1.9940  0.11
68 H -3.6055 -5.6783 -0.4687  0.11
69 H -2.7885 -3.7577 -1.7825  0.11
70 H -1.5319 -1.8244 1.8359  0.10
71 H -2.3585 -3.7512 3.1472  0.11
72 H 0.0845 -2.7078 -2.4484  0.11
73 H 0.3017 -3.2750 -4.8420  0.12
74 H -1.4068 -2.4992 -6.4533  0.12
75 H -3.3123 -1.1335 -5.6760  0.10
76 H -3.5110 -0.5204 -3.3057  0.08
77 H -4.7125 -0.7873 -1.6214  0.11
78 H -6.3386 0.6970 -0.4950  0.11
79 H -5.6455 2.0843 1.4065  0.12
80 H -3.8737 2.7983 3.0308  0.12
81 H -1.5301 2.6622 3.7756  0.11
82 H 0.1078 1.3352 2.5519  0.03
83 C -5.8049 0.1546 -8.1665  -0.04
84 C -5.1937 1.3276 -7.4415  -0.27
85 C -4.6741 2.4200 -8.1320  -0.03
86 C -4.1041 3.4916 -7.4623  -0.01
87 C -4.0402 3.5013 -6.0742  -0.24
88 N -3.4772 4.6275 -5.4233  0.14
89 C -2.5955 4.6858 -4.3806  -0.50
90 O -2.1793 5.7357 -3.9349  0.08
91 N -2.2051 3.4422 -3.9029  0.15
92 C -1.3412 3.1971 -2.8394  -0.15
93 C -0.5212 4.1493 -2.2245  0.06
94 C 0.3465 3.7537 -1.2197  0.02
95 C 0.3600 2.4343 -0.8328  -0.13
96 N -0.4813 1.5467 -1.3771  -0.05
97 C -1.2985 1.8936 -2.3634  0.00
98 C -4.5920 2.4369 -5.3684  -0.05
99 C -5.1505 1.3648 -6.0513  -0.05
100 H -5.6930 0.2567 -9.2448  0.08
101 H -6.8703 0.0718 -7.9433  0.09
102 H -5.3325 -0.7815 -7.8630  0.07
103 H -4.7149 2.4372 -9.2151  0.12
104 H -3.7021 4.3312 -8.0192  0.12
105 H -3.6047 5.5226 -5.8682  0.16
106 H -2.5620 2.6353 -4.3905  0.11
107 H -0.5735 5.1775 -2.5442  0.12
108 H 1.0104 4.4686 -0.7536  0.13
109 H 1.0249 1.9817 -0.0854  0.03
110 H -1.9368 1.1299 -2.7834  0.11
111 H -4.6501 2.4652 -4.2849  0.12
112 H -5.5995 0.5540 -5.4855  0.12
113 Se 2.3364 0.4091 1.2852  0.91
114 C 2.6713 1.9812 2.3157  -0.62
115 C 2.1878 2.0739 3.6208  -0.15
116 C 2.5166 3.1679 4.4114  -0.08
117 C 3.3285 4.1750 3.9063  -0.08
118 C 3.8048 4.0904 2.6046  -0.08
119 C 3.4738 3.0018 1.8079  -0.13
120 H 1.5735 1.2767 4.0225  0.09
121 H 2.1461 3.2294 5.4273  0.11
122 H 3.5932 5.0210 4.5275  0.11
123 H 4.4414 4.8727 2.2104  0.11
124 H 3.8478 2.9323 0.7935  0.10

No. 3
Below is C58H53CoN4P2Te as an isolated structure in a non-equilibrium geometry, with properties calculated with ωB97M-V/def2-TZVPD.

Results
Expectation value of S²: 0.761
Relative energy (zero: lowest compared OMol25 entry of this formula, charge and spin) (kcal per mole): 0.0
F_max (Eh/bohr): 0.04959
E (Ha): -4794.54118
HOMO energy (alpha / beta) (eV): -2.3756 / -2.3757
HOMO-LUMO gap (alpha / beta) (eV): 4.346 / 4.334
Multiplicity: 2
Charge: -1

Each line ends with the Löwdin charge.
Cartesian coordinates (Å):
1 Co 0.9074 -0.8196 0.0663  0.20
2 C 2.0294 -0.2724 2.9873  -0.23
3 P 2.4193 -1.6642 1.7934  1.10
4 C 2.1229 -3.1371 2.8527  -0.34
5 C 1.6778 -4.2806 2.1895  -0.12
6 C 1.3987 -5.4492 2.8816  -0.09
7 C 1.5648 -5.4900 4.2584  -0.09
8 C 2.0037 -4.3592 4.9335  -0.08
9 C 2.2807 -3.1923 4.2379  -0.09
10 C 4.2541 -1.6080 1.7208  -0.32
11 C 5.1114 -2.1610 2.6729  -0.08
12 C 6.4857 -2.1180 2.4920  -0.09
13 C 7.0273 -1.5191 1.3644  -0.10
14 C 6.1842 -0.9787 0.4034  -0.09
15 C 4.8100 -1.0349 0.5754  -0.11
16 C 0.5449 -0.1150 2.8958  -0.43
17 C -0.4678 -0.0049 3.8451  -0.11
18 C -1.6864 -0.0850 3.1407  -0.17
19 C -1.3509 -0.2305 1.7848  -0.54
20 C -2.0837 -0.6148 0.5330  -0.23
21 P -1.0226 -2.0521 -0.0422  1.12
22 C -1.4157 -2.6309 -1.7311  -0.36
23 C -1.0456 -3.9564 -1.9825  -0.11
24 C -1.1584 -4.4973 -3.2498  -0.08
25 C -1.6386 -3.7184 -4.2954  -0.09
26 C -1.9934 -2.4011 -4.0592  -0.08
27 C -1.8767 -1.8576 -2.7863  -0.09
28 C -2.0429 -3.3106 0.8581  -0.32
29 C -3.2952 -3.6656 0.3448  -0.09
30 C -4.1086 -4.5629 1.0142  -0.09
31 C -3.7013 -5.0908 2.2346  -0.10
32 C -2.4751 -4.7244 2.7627  -0.08
33 C -1.6479 -3.8408 2.0795  -0.07
34 N -0.0014 -0.2387 1.6662  -0.13
35 H 2.5606 0.6124 2.6284  0.06
36 H 2.3618 -0.4778 4.0037  0.07
37 H 1.5320 -4.2318 1.1151  0.09
38 H 1.0461 -6.3242 2.3496  0.11
39 H 1.3517 -6.3991 4.8069  0.10
40 H 2.1384 -4.3863 6.0084  0.10
41 H 2.6187 -2.3239 4.7873  0.10
42 H 4.7053 -2.6336 3.5572  0.09
43 H 7.1404 -2.5564 3.2360  0.10
44 H 8.1008 -1.4842 1.2266  0.10
45 H 6.5980 -0.5207 -0.4874  0.10
46 H 4.1458 -0.6531 -0.1904  0.08
47 H -0.3554 0.1360 4.9092  0.09
48 H -2.6792 -0.0495 3.5623  0.09
49 H -2.0063 0.1770 -0.2092  0.06
50 H -3.1208 -0.9049 0.7031  0.09
51 H -0.6743 -4.5676 -1.1670  0.10
52 H -0.8683 -5.5257 -3.4278  0.10
53 H -1.7379 -4.1414 -5.2875  0.10
54 H -2.3650 -1.7803 -4.8663  0.10
55 H -2.1451 -0.8276 -2.6275  0.07
56 H -3.6255 -3.2329 -0.5912  0.11
57 H -5.0650 -4.8442 0.5894  0.10
58 H -4.3469 -5.7826 2.7617  0.10
59 H -2.1596 -5.1368 3.7137  0.10
60 H -0.6898 -3.5566 2.4950  0.09
61 C -0.5277 2.0606 -2.8134  -0.18
62 N -0.0702 0.7379 -2.3741  0.04
63 C 0.7922 0.1733 -3.1303  -0.14
64 C 1.5538 -1.0094 -2.8191  -0.29
65 C 2.3459 -1.7258 -3.7323  -0.08
66 C 2.9403 -2.7674 -3.0337  -0.12
67 C 2.5129 -2.6415 -1.7137  -0.21
68 N 1.6854 -1.6003 -1.5537  -0.06
69 C -1.4632 2.0898 -4.0040  -0.21
70 C -1.0287 2.5719 -5.2360  -0.05
71 C -1.8812 2.6201 -6.3305  -0.10
72 C -3.1828 2.1555 -6.2276  -0.11
73 C -3.6320 1.6739 -5.0064  -0.09
74 C -2.7869 1.6624 -3.9081  -0.04
75 H 0.3434 2.6828 -3.0592  0.11
76 H -1.0235 2.5283 -1.9594  0.11
77 H 1.0138 0.6214 -4.1097  0.13
78 H 2.4413 -1.5002 -4.7844  0.09
79 H 3.6060 -3.5242 -3.4200  0.08
80 H 2.8089 -3.2571 -0.8745  0.08
81 H -0.0135 2.9364 -5.3436  0.10
82 H -1.5278 3.0160 -7.2751  0.10
83 H -3.8447 2.1810 -7.0841  0.09
84 H -4.6471 1.3085 -4.9093  0.10
85 H -3.1828 1.3202 -2.9619  0.11
86 C -5.7432 6.3080 -0.8678  -0.08
87 C -4.6735 5.4629 -0.2282  -0.30
88 C -4.9850 4.2900 0.4431  -0.04
89 C -4.0056 3.5175 1.0573  -0.34
90 C -4.3806 2.2314 1.7382  -0.11
91 C -2.6722 3.9387 1.0204  -0.57
92 Te -1.1627 2.8097 1.9804  0.90
93 C -2.3387 5.1110 0.3243  -0.35
94 C -0.9044 5.5494 0.2341  -0.15
95 C -3.3398 5.8492 -0.2907  -0.04
96 H -6.7017 5.7901 -0.8860  0.06
97 H -5.4674 6.5681 -1.8912  0.07
98 H -5.8711 7.2435 -0.3179  0.07
99 H -6.0183 3.9603 0.4849  0.10
100 H -5.4597 2.0735 1.7241  0.06
101 H -4.0394 2.2276 2.7762  0.05
102 H -3.9061 1.3845 1.2366  0.05
103 H -0.3048 4.7594 -0.2270  0.03
104 H -0.4969 5.7266 1.2328  0.04
105 H -0.7920 6.4584 -0.3573  0.06
106 H -3.0779 6.7493 -0.8389  0.10
107 N 1.9696 0.7558 -0.0979  0.20
108 C 2.6389 1.6066 0.3183  -0.07
109 C 3.4539 2.6515 0.7934  -0.19
110 C 2.8773 3.7534 1.4510  -0.01
111 C 3.6737 4.7650 1.9444  -0.06
112 C 5.0559 4.7153 1.7961  -0.07
113 C 5.6300 3.6422 1.1238  -0.08
114 C 4.8491 2.6231 0.6200  -0.02
115 H 1.8005 3.7750 1.5696  0.04
116 H 3.2162 5.5989 2.4618  0.11
117 H 5.6771 5.5029 2.2009  0.10
118 H 6.7048 3.5962 0.9992  0.10
119 H 5.2918 1.7895 0.0944  0.10